{
  "formula": "C22H27ClN2O4S",
  "method": "the ωB97M-V functional and the def2-TZVPD basis",
  "elements": ["C", "O", "C", "C", "C", "C", "N", "C", "C", "O", "N", "C", "C", "C", "C", "C", "C", "C", "S", "O", "O", "C", "C", "C", "C", "C", "C", "C", "C", "Cl", "H", "H", "H", "H", "H", "H", "H", "H", "H", "H", "H", "H", "H", "H", "H", "H", "H", "H", "H", "H", "H", "H", "H", "H", "H", "H", "H"],
  "coordinates": [[-3.2872, -5.2386, 1.3077], [-2.2317, -4.8864, 0.4478], [-2.0408, -3.5725, 0.1622], [-2.8194, -2.5214, 0.6299], [-2.5447, -1.2134, 0.2690], [-1.4680, -0.9087, -0.5554], [-1.2240, 0.4242, -0.9070], [-0.3258, 0.7532, -1.9961], [1.1562, 0.5851, -1.6005], [1.8442, -0.2922, -2.0853], [1.5553, 1.4824, -0.6928], [2.8300, 1.4218, 0.0193], [2.8876, 0.1344, 0.8515], [3.9697, 0.1824, 1.9298], [5.3441, -0.3202, 1.4788], [5.7439, 0.0658, 0.0526], [5.3717, 1.4936, -0.3514], [3.9810, 1.5828, -0.9766], [-1.6078, 1.6265, 0.1950], [-1.3487, 1.1915, 1.5335], [-0.9399, 2.8218, -0.2520], [-3.3660, 1.8949, -0.0224], [-3.8929, 1.9186, -1.2988], [-5.2437, 2.1766, -1.4653], [-6.0448, 2.4122, -0.3586], [-5.5029, 2.3916, 0.9170], [-4.1526, 2.1332, 1.0885], [-0.6738, -1.9533, -1.0297], [-0.9671, -3.2557, -0.6786], [0.0154, -4.5347, -1.2780], [-3.2365, -6.3220, 1.4029], [-3.1700, -4.7821, 2.2957], [-4.2587, -4.9572, 0.8884], [-3.6585, -2.7104, 1.2795], [-3.1745, -0.4265, 0.6472], [-0.5457, 0.1075, -2.8502], [-0.5117, 1.7956, -2.2603], [0.8703, 2.1534, -0.3707], [2.8301, 2.2766, 0.7049], [1.9110, 0.0218, 1.3316], [3.0329, -0.7213, 0.1937], [3.6536, -0.4267, 2.7792], [4.0540, 1.2091, 2.2927], [6.0900, 0.0644, 2.1790], [5.3679, -1.4099, 1.5498], [5.2814, -0.6222, -0.6563], [6.8251, -0.0656, -0.0348], [6.0886, 1.8425, -1.0981], [5.4457, 2.1620, 0.5080], [3.8647, 2.5545, -1.4640], [3.8836, 0.8125, -1.7419], [-3.2501, 1.7312, -2.1440], [-5.6702, 2.1944, -2.4565], [-7.0970, 2.6141, -0.4917], [-6.1291, 2.5775, 1.7761], [-3.6955, 2.1027, 2.0651], [0.1813, -1.7714, -1.6594]],
  "forces_ev_per_angstrom": [[-0.189, -0.047, 0.143], [0.239, 0.254, -0.204], [0.150, 0.022, -0.110], [-0.012, -0.160, 0.029], [0.111, -0.178, -0.088], [-0.413, -0.937, 0.333], [-0.223, 1.201, 0.579], [0.302, 0.184, -0.207], [-0.492, 0.260, -0.229], [0.213, -0.368, -0.172], [0.094, 0.364, 0.278], [0.113, -0.366, -0.304], [0.005, 0.223, 0.262], [0.043, -0.197, -0.095], [-0.044, 0.047, -0.036], [0.133, 0.109, 0.201], [-0.056, -0.174, -0.229], [0.065, 0.226, 0.224], [-0.097, -0.022, -0.104], [-0.287, -0.160, -0.095], [-0.151, 0.038, -0.327], [0.494, -0.050, 0.067], [-0.045, 0.000, -0.114], [0.097, -0.004, -0.029], [-0.022, 0.006, 0.036], [0.033, 0.014, -0.026], [0.125, -0.041, 0.160], [-0.111, 0.177, 0.041], [-0.311, -0.042, 0.214], [0.194, -0.144, -0.126], [-0.050, 0.083, 0.027], [-0.012, -0.005, -0.033], [0.034, 0.001, 0.024], [-0.084, -0.054, 0.063], [-0.127, -0.106, 0.065], [0.056, 0.060, 0.137], [0.081, -0.137, -0.158], [0.115, -0.031, -0.105], [-0.015, -0.075, -0.029], [0.019, -0.032, -0.051], [-0.074, -0.084, -0.057], [-0.003, 0.092, 0.053], [-0.018, 0.038, 0.090], [0.052, -0.072, 0.015], [0.041, -0.024, 0.080], [0.031, -0.060, -0.078], [-0.023, -0.073, -0.066], [0.005, 0.068, 0.064], [0.092, 0.132, 0.062], [-0.046, -0.008, -0.037], [0.002, 0.050, -0.019], [0.023, -0.042, -0.169], [-0.022, -0.005, -0.084], [-0.089, 0.008, -0.012], [-0.039, 0.011, 0.076], [-0.028, 0.001, 0.158], [0.122, 0.029, -0.088]],
  "total_energy_ha": -2123.379545,
  "max_force_ev_per_a": 1.4,
  "smiles": "COc1ccc(N(CC(=O)NC2CCCCCC2)S(=O)(=O)c2ccccc2)cc1Cl",
  "de_lowest_ev": 0.136,
  "orbital_gap_ev": 8.495
}